[1]
{"formula": "C2H9N3O", "method": "ωB97M-V/def2-TZVPD", "charge": 0, "gap_ha": 0.3815, "lumo_ha": 0.0364, "relative_energy_kcal_mol": 100.8, "total_energy_ha": -320.97115, "largest_force_ev_per_a": 5.24, "species": ["C", "C", "N", "N", "N", "O", "H", "H", "H", "H", "H", "H", "H", "H", "H"], "coordinates": [[1.51, -1.00, 0.31], [0.73, 0.20, -0.15], [-1.18, 1.44, 0.04], [-1.24, -1.01, 0.22], [-0.55, 0.22, 0.51], [1.44, 1.36, 0.06], [1.01, -1.76, -0.33], [1.48, -1.31, 1.28], [2.49, -0.51, -0.02], [0.50, -0.04, -1.62], [-1.32, 1.33, -0.96], [-2.07, 1.47, 0.53], [-1.42, -1.25, -0.79], [-2.10, -1.20, 0.73], [0.71, 2.06, 0.21]], "nbo_charge": [-0.66, 0.37, -0.69, -0.71, -0.16, -0.73, 0.23, 0.22, 0.23, -0.01, 0.34, 0.37, 0.34, 0.37, 0.50]}

[2]
{"formula": "C2H9N3O2", "method": "ωB97M-V/def2-TZVPD", "charge": 0, "gap_ha": [0.3024, 0.2760], "lumo_ha": [0.0202, 0.0153], "relative_energy_kcal_mol": 154.7, "total_energy_ha": -396.13318, "largest_force_ev_per_a": 3.79, "species": ["C", "C", "N", "N", "N", "O", "O", "H", "H", "H", "H", "H", "H", "H", "H", "H"], "coordinates": [[2.07, 0.34, 0.48], [1.06, -0.81, 0.38], [-2.77, 0.31, 0.74], [-1.40, 0.30, -1.10], [-1.50, 0.48, 0.22], [1.63, 1.60, 0.04], [0.77, -1.52, -0.82], [2.51, 0.54, 1.44], [2.95, 0.09, -0.19], [0.99, -1.52, 1.22], [-2.75, 0.50, 1.83], [-3.16, -0.69, 0.58], [-1.75, -0.55, -1.56], [-0.42, 0.58, -1.33], [0.70, 1.44, -0.20], [1.07, -1.11, -1.75]], "nbo_charge": [-0.16, 0.11, -0.65, -0.62, -0.13, -0.71, -0.72, 0.19, 0.16, 0.17, 0.38, 0.33, 0.35, 0.35, 0.47, 0.48]}

[3]
{"formula": "C2H9N3OS", "method": "ωB97M-V/def2-TZVPD", "charge": 0, "gap_ha": [0.3042, 0.3042], "lumo_ha": [-0.0165, -0.0163], "relative_energy_kcal_mol": 54.6, "total_energy_ha": -719.12737, "largest_force_ev_per_a": 3.70, "species": ["C", "C", "N", "N", "N", "O", "S", "H", "H", "H", "H", "H", "H", "H", "H", "H"], "coordinates": [[-0.98, 2.22, 0.01], [1.95, -1.45, -0.55], [-1.18, 1.02, -0.77], [-1.35, -0.52, 1.44], [1.60, -0.21, 0.05], [-0.91, -1.38, -1.02], [-0.75, -0.26, -0.15], [-1.52, 3.03, -0.42], [0.05, 2.34, 0.06], [-1.36, 2.11, 1.02], [2.61, -1.31, -1.48], [2.53, -1.98, 0.13], [1.01, -1.95, -0.78], [-0.89, -1.41, 1.73], [-2.38, -0.81, 1.28], [1.58, 0.56, -0.57]], "nbo_charge": [-0.43, -0.46, -0.88, -1.02, -0.67, -0.91, 2.04, 0.21, 0.19, 0.19, 0.19, 0.19, 0.24, 0.40, 0.39, 0.34]}